Below is C15H18Cl2N2O5 in the gas phase, with properties calculated with wB97M-V/def2-TZVPD.

HOMO level   -0.315 hartree
Structure (SMILES)   CC(C)CNC(=O)NC(=O)COC(=O)COc1ccc(Cl)cc1Cl
Relative energy (zero: lowest compared OMol25 entry of this formula, charge and spin)   0.0 kJ/mol
Orbital gap   9.09 eV
LUMO   0.51 eV
Energy   -54111.3212 eV
Max |F|   0.7 eV Å⁻¹

Last column: natural (NBO) charge in e.
Positions of all 42 atoms, in Å:
C1 2.961 2.116 -2.586  -0.609
H1 2.847 1.051 -2.399  0.210
H2 3.825 2.261 -3.229  0.210
H3 3.150 2.611 -1.636  0.209
C2 1.708 2.690 -3.241  -0.218
C3 1.884 4.176 -3.539  -0.603
H4 2.056 4.728 -2.618  0.205
H5 0.999 4.581 -4.023  0.207
H6 2.735 4.331 -4.197  0.213
C4 0.487 2.490 -2.334  -0.220
N1 0.212 1.091 -2.102  -0.623
C5 0.275 0.542 -0.889  0.797
O1 0.481 1.112 0.156  -0.647
N2 0.037 -0.868 -0.851  -0.668
C6 -0.321 -1.693 -1.863  0.667
O2 -0.388 -1.373 -3.030  -0.600
C7 -0.667 -3.116 -1.406  -0.174
H7 0.224 -3.594 -0.983  0.228
H8 -1.038 -3.680 -2.263  0.228
O3 -1.715 -3.108 -0.437  -0.497
C8 -1.363 -3.103 0.852  0.775
O4 -0.227 -3.085 1.240  -0.589
C9 -2.599 -3.102 1.741  -0.173
O5 -2.291 -2.899 3.089  -0.483
C10 -1.634 -1.757 3.450  0.352
C11 -1.404 -0.661 2.628  -0.302
C12 -0.705 0.443 3.087  -0.197
C13 -0.249 0.466 4.393  -0.059
C14 -0.487 -0.601 5.247  -0.225
C15 -1.170 -1.703 4.771  -0.103
Cl1 -1.463 -3.045 5.805  0.030
H9 -0.137 -0.583 6.266  0.242
Cl2 0.623 1.832 4.976  0.013
H10 -0.498 1.259 2.414  0.256
H11 -1.762 -0.650 1.611  0.215
H12 -3.316 -2.364 1.357  0.208
H13 -3.065 -4.091 1.693  0.237
H14 0.160 -1.253 0.080  0.439
H15 0.039 0.488 -2.899  0.435
H16 -0.394 2.953 -2.792  0.195
H17 0.662 2.949 -1.359  0.228
H18 1.526 2.158 -4.182  0.191